{
  "formula": "CHClFNO2",
  "method": "ωB97M-V/def2-TZVPD",
  "symbols": ["C", "N", "O", "O", "F", "Cl", "H"],
  "positions_angstrom": [[-0.24212, -0.61542, 0.63818], [0.41833, 0.81755, -0.58764], [0.26063, 0.40925, -1.68451], [0.95323, 1.79594, -0.21999], [-1.21061, -0.08715, 1.40155], [-0.84744, -1.59768, -0.67017], [0.66798, -0.72248, 1.12257]],
  "mol_weight_g_mol": 113.5,
  "e_lumo_ev": 0.10,
  "e_tot_ha": -803.834684,
  "relative_energy_kcal_mol": 31.42,
  "orbital_gap_ev": 10.223
}

=====

{
  "formula": "CH3Br2P",
  "method": "ωB97M-V/def2-TZVPD",
  "symbols": ["H", "P", "C", "Br", "H", "Br", "H"],
  "positions_angstrom": [[1.13185, -0.93026, 1.23052], [0.90901, -1.67406, 0.02288], [0.91238, -0.23810, -0.77663], [1.48707, 1.39663, 0.11438], [0.55654, -0.08731, -1.87032], [-2.24914, 0.95748, -0.03246], [-2.74771, 0.57562, 1.31162]],
  "mol_weight_g_mol": 205.8,
  "e_lumo_ev": -0.17,
  "smiles": "[H]/P=C\\Br.Br",
  "e_tot_ha": -5529.212381,
  "relative_energy_kcal_mol": 73.58,
  "orbital_gap_ev": 9.189
}